Molecular formula: C11H11N3
Method: DFT, ωB97M-V with the def2-TZVPD basis set

Each line ends with the natural charge from an NBO analysis.
CARTESIAN COORDINATES (ANGSTROEM)
N: 1.646 1.074 1.013  -0.60
N: -1.021 -2.127 0.087  -0.33
H: -2.760 1.827 -1.718  0.21
C: -1.105 1.138 -0.566  -0.19
C: 0.170 -2.030 -0.157  0.19
H: 2.894 1.864 -0.284  0.20
C: -3.367 0.162 -0.534  -0.23
C: -3.105 -0.813 0.281  -0.16
H: -0.191 1.608 -0.908  0.21
C: 1.364 -1.639 -0.288  0.17
H: 0.508 -0.129 2.230  0.20
C: -1.673 -0.922 0.783  -0.12
H: 3.819 -0.255 0.352  0.20
H: 2.320 0.530 1.532  0.36
H: -4.340 0.348 -1.020  0.21
C: 3.185 -0.190 -0.503  -0.25
H: -1.784 -1.262 1.781  0.22
C: 2.230 1.029 -0.279  -0.24
H: 3.890 0.019 -1.387  0.22
H: 1.430 1.021 -0.972  0.20
H: -3.861 -1.566 0.565  0.22
C: 0.379 0.403 1.270  0.08
C: -0.733 0.306 0.499  -0.17
C: -2.387 1.070 -1.033  -0.23
N: 2.490 -1.465 -0.744  -0.36

Cartesian forces (eV/Å) of the 6 atoms listed first:
-1.707 -1.459 1.821
-1.138 -0.046 0.212
0.326 -0.241 -0.273
-0.374 -0.561 -0.947
-0.780 -1.079 0.200
0.196 1.032 -0.937

The spin multiplicity is 1. Its total energy is -589.81662 Eh. The LUMO energy comes out at -0.26 eV. As for the charge: 0. The highest occupied orbital energy comes out at -7.6 eV. Its energy relative to the best compared isomer or geometry (same formula, charge and spin) is 6.337 eV. The gap between HOMO and LUMO is 7.4 eV.